# 1
The following is a DFT calculation (ωB97M-V/def2-TZVPD) of C44H48Br36F2N5O6PS as an isolated structure in a non-equilibrium geometry.

```
143
Properties=species:S:1:pos:R:3:forces:R:3:mulliken_charge:R:1
C 2.678 -2.926 4.323 0.803 -0.020 1.573 -0.80
P 1.231 -2.614 3.143 0.029 -1.294 -1.727 0.21
C -0.455 -3.063 3.889 -0.829 -0.961 1.023 -0.54
C 1.244 -0.780 2.437 2.971 -0.401 3.329 -0.60
C 1.493 0.129 3.814 -0.444 2.132 -0.232 -0.02
C 0.189 0.125 4.833 0.429 -0.038 -0.176 0.02
C -0.015 1.517 5.673 -4.225 1.306 2.138 0.21
N 1.121 2.534 5.822 -3.369 -0.317 -0.756 -0.48
O -1.201 1.741 6.264 7.074 -1.316 -3.276 -0.60
C 2.639 -0.756 1.610 1.003 -0.274 -0.706 -1.07
C 3.168 0.684 1.060 1.866 -0.241 0.303 1.01
C 4.831 0.544 0.929 3.838 4.112 3.440 -0.13
O 5.612 1.421 1.619 -4.980 -5.340 -4.179 -0.65
N 5.538 -0.504 0.100 -1.871 3.246 -0.290 -0.32
C 6.423 0.283 -0.855 1.728 1.670 -2.359 0.31
C 8.044 0.367 -0.541 -1.814 2.314 -4.304 -0.44
C 8.942 1.224 -1.655 -4.385 -0.860 -0.063 -0.40
C 8.200 1.921 -2.972 -2.159 -1.431 2.088 -0.29
C 6.567 1.828 -3.245 2.276 -0.663 4.422 -0.63
C 5.670 0.995 -2.140 4.525 1.133 1.881 -0.30
O -0.009 -0.697 1.805 0.778 2.000 -1.062 0.35
C -0.349 0.363 0.872 -2.522 -0.175 1.733 0.18
C -0.187 1.849 1.521 0.762 0.667 0.723 0.13
C -0.941 3.112 0.853 -2.911 2.321 -3.636 0.45
O -1.734 3.170 -0.214 4.670 -1.347 6.115 -0.62
C -0.636 4.597 1.565 1.199 2.985 1.356 -0.05
C -1.630 5.331 2.641 4.403 1.904 -1.794 -0.25
C -1.135 6.837 3.177 1.581 -1.157 -2.238 -0.41
C 0.231 7.597 2.682 -1.312 -3.571 -2.330 -0.71
C 1.234 6.830 1.614 -4.191 -1.881 1.183 -0.42
C 0.770 5.350 1.077 -1.579 1.935 2.236 -0.15
C -2.011 0.140 0.741 -1.209 -0.574 -0.359 -0.57
S -2.574 -1.451 1.642 -0.199 0.144 -0.551 -0.07
N -2.511 0.011 -0.665 -2.074 0.088 0.145 -0.06
C -3.990 -0.328 -0.709 -4.570 -1.214 -0.777 0.37
C -4.550 -1.507 -1.755 -1.923 2.820 3.504 -0.50
C -6.159 -1.813 -1.727 1.475 1.842 1.875 -0.01
N -7.218 -1.137 -0.904 6.326 1.580 0.680 -0.28
C -6.699 -0.080 0.030 1.989 -0.596 -1.622 -0.36
C -5.155 0.435 0.216 0.151 -3.133 -4.744 -0.61
N 0.314 0.082 -0.417 1.619 0.565 -1.794 1.64
C 0.415 1.130 -1.444 -3.325 -0.627 -8.014 -0.01
O -0.212 0.934 -2.638 4.821 1.715 8.538 -0.47
F 1.198 2.420 -1.376 -2.310 -4.494 1.002 -0.21
C 0.408 -1.332 -0.868 -3.968 -6.045 -1.257 -0.22
O -0.487 -2.315 -0.756 6.691 7.546 -0.358 -0.33
F 1.660 -1.709 -1.631 -3.612 2.133 2.514 -0.21
H 2.636 -4.062 4.682 -0.136 2.452 -0.892 0.11
H 2.686 -2.261 5.303 0.212 -1.324 -1.892 0.31
H 3.708 -2.825 3.743 -2.277 -0.089 1.208 0.33
H -0.241 -3.691 4.881 -0.535 1.554 -1.920 0.37
H -0.963 -3.849 3.148 1.149 2.006 1.581 0.14
H -1.193 -2.175 4.075 1.503 -1.865 -0.201 0.23
H 1.650 1.279 3.530 -0.182 -2.363 0.478 -0.14
H 2.512 -0.161 4.365 -2.439 0.341 -1.332 0.39
H -0.814 -0.034 4.207 2.200 0.328 1.532 -0.14
H 0.331 -0.778 5.594 -0.593 2.068 -1.491 0.45
H 0.670 3.317 6.385 0.707 -1.357 -0.743 0.34
H 1.316 2.991 4.888 -0.043 -1.008 1.175 0.23
H 3.488 -1.141 2.357 -2.068 0.874 -1.469 0.60
H 2.700 -1.523 0.697 -0.571 1.494 2.058 0.05
H 2.802 0.967 -0.015 0.460 -0.495 2.168 -0.27
H 3.019 1.559 1.858 0.416 -1.946 -1.989 0.12
H 4.775 -1.016 -0.408 1.223 0.494 0.233 0.43
H 8.533 -0.141 0.410 -1.313 1.205 -2.299 0.32
H 10.100 1.298 -1.502 -2.558 -0.060 -0.458 0.30
H 8.870 2.529 -3.744 -1.637 -1.539 1.867 0.28
H 6.019 2.309 -4.167 1.458 -0.933 2.130 0.41
H 4.503 0.899 -2.248 2.591 0.100 0.147 0.32
H -0.611 1.757 2.636 0.726 0.153 -2.503 0.30
H 0.944 2.197 1.687 -2.434 -0.812 -0.635 -0.33
H -2.624 4.822 2.990 2.149 1.211 -0.675 0.39
H -1.827 7.429 3.937 1.609 -1.534 -1.800 0.27
H 0.539 8.686 3.058 -1.213 -2.745 -1.139 0.56
H 2.217 7.383 1.246 -2.337 -1.524 0.820 0.29
H 1.470 4.809 0.299 -1.659 1.132 1.749 0.25
H -2.626 0.980 1.273 1.571 -1.372 -0.447 0.30
H -2.682 -2.469 0.682 0.424 1.510 0.458 0.08
H -2.414 0.875 -1.240 0.143 -0.588 0.832 0.36
H -3.744 -2.037 -2.420 -1.961 0.956 1.404 0.65
H -6.536 -2.662 -2.479 0.877 2.749 3.406 -0.18
H -7.509 0.454 0.726 1.897 -1.413 -1.880 0.28
H -4.826 1.273 0.963 -0.716 -1.533 -2.866 0.41
C 5.222 -2.004 -4.714 0.382 -0.505 -0.785 0.08
Br 6.304 -0.482 -4.170 -0.587 -2.458 -1.351 0.23
Br 5.598 -3.581 -3.638 -0.324 0.405 -0.130 0.05
Br 3.325 -1.575 -4.731 0.391 0.040 0.128 0.02
H 5.505 -2.245 -5.744 -0.319 -0.038 0.488 -0.25
C 4.995 -6.347 6.536 0.271 -0.128 0.092 -0.35
Br 4.158 -7.044 4.924 0.432 0.146 0.687 0.00
Br 5.458 -4.466 6.357 -0.155 -0.460 0.042 -0.01
Br 3.910 -6.679 8.116 0.233 0.124 -0.452 -0.01
H 5.933 -6.896 6.671 -0.430 0.262 -0.056 0.37
C 8.595 -6.328 -3.867 0.235 -0.053 -0.017 -0.36
Br 7.758 -7.024 -5.479 0.152 0.219 0.410 -0.01
Br 9.058 -4.447 -4.046 0.048 -0.515 0.022 0.00
Br 7.510 -6.659 -2.287 0.198 0.129 -0.396 -0.03
H 9.533 -6.876 -3.732 -0.453 0.250 -0.058 0.36
C 0.434 -6.739 1.698 -0.036 -0.003 -0.347 -0.48
Br -0.947 -7.785 2.584 0.340 0.285 -0.145 -0.04
Br -0.284 -5.109 0.915 0.198 -0.605 -0.057 0.13
Br 1.935 -6.374 2.880 -0.705 -0.053 -0.466 0.01
H 0.817 -7.349 0.873 -0.179 0.274 0.388 0.41
C -5.865 -1.900 -5.700 0.274 0.126 -0.262 -0.38
Br -7.324 -0.825 -6.410 0.320 -0.335 0.235 0.04
Br -4.401 -0.795 -5.053 -0.589 -0.124 -0.267 0.04
Br -6.482 -3.151 -4.345 0.010 -0.614 -2.612 -0.09
H -5.473 -2.495 -6.531 -0.192 0.241 0.376 0.37
C -0.431 -2.720 -5.652 0.162 0.066 -0.083 -0.35
Br -0.643 -1.230 -4.419 0.087 -0.525 -0.346 0.10
Br 0.352 -4.274 -4.782 -0.273 0.413 -0.173 -0.03
Br -2.098 -3.157 -6.553 0.464 -0.076 0.128 -0.07
H 0.275 -2.397 -6.425 -0.325 -0.159 0.327 0.38
C 2.706 7.748 6.316 -0.016 -0.080 0.367 -0.42
Br 1.773 7.207 4.698 1.017 -0.046 1.414 0.21
Br 3.734 6.285 7.083 -0.182 0.312 -0.161 -0.04
Br 3.802 9.329 6.025 -0.239 -0.387 0.026 -0.05
H 1.941 8.021 7.051 0.378 -0.105 -0.302 0.37
C -10.319 -2.727 -4.121 0.174 0.153 0.037 0.00
Br -10.326 -4.203 -5.389 -0.042 0.342 0.281 -0.03
Br -11.970 -1.701 -4.195 0.381 -0.305 0.045 -0.04
Br -9.921 -3.328 -2.314 -0.119 0.143 -0.514 -0.04
H -9.510 -2.053 -4.419 -0.317 -0.288 0.102 0.08
C 5.909 -0.561 -8.953 0.085 0.144 -0.184 -0.33
Br 5.696 0.928 -7.720 0.002 -0.422 -0.319 -0.01
Br 6.691 -2.116 -8.084 -0.141 0.337 -0.276 -0.04
Br 4.241 -0.999 -9.854 0.417 0.092 0.302 0.00
H 6.614 -0.238 -9.726 -0.315 -0.168 0.367 0.36
C -10.660 0.465 -8.733 -0.023 0.101 0.189 -0.33
Br -10.856 -1.346 -8.052 0.066 0.438 -0.201 0.04
Br -9.026 0.678 -9.766 -0.405 -0.083 0.232 -0.02
Br -12.228 1.036 -9.734 0.408 -0.175 0.216 -0.06
H -10.578 1.127 -7.864 -0.045 -0.295 -0.403 0.37
C -6.144 1.105 4.293 -0.004 -0.500 0.704 -0.46
Br -4.793 2.294 5.032 -0.241 -0.244 -0.211 -0.03
Br -7.864 1.994 4.102 0.433 -0.156 -0.059 -0.07
Br -5.559 0.293 2.625 -0.831 0.160 3.374 0.13
H -6.282 0.292 5.013 0.008 0.481 -0.157 0.40
C -7.317 6.096 2.458 -0.001 0.188 -0.074 -0.41
Br -9.052 5.367 1.965 0.465 0.135 0.155 -0.03
Br -7.199 6.456 4.366 -0.024 -0.164 -0.465 -0.02
Br -5.857 4.968 1.843 -0.345 0.205 0.148 0.08
H -7.216 7.058 1.944 -0.041 -0.460 0.234 0.37
```
Positions in Å, forces in eV/Å.

Computed properties:
Energy above the lowest of the compared OMol25 structures with the same formula, charge and spin = 3391.9 kJ/mol
Charge = 0
Max |F| = 10.1 eV/Å
LUMO energy = -0.062 hartree
Gap between HOMO and LUMO = 6.06 eV

---

# 2
The following is a DFT calculation (ωB97M-V/def2-TZVPD) of C44H48Cl3N8O2V as an isolated structure in a non-equilibrium geometry.

```
106
Properties=species:S:1:pos:R:3:forces:R:3:mulliken_charge:R:1
O 0.418 -3.310 -1.677 1.418 1.105 -2.872 -0.37
V 0.915 -2.369 -2.845 -3.463 0.899 5.987 0.89
C -2.031 0.247 -0.673 -1.229 0.945 -0.161 -0.83
C -0.529 0.119 -0.621 -0.399 -0.734 0.528 2.72
C -0.146 -0.496 0.713 0.775 -1.020 0.243 -0.98
O -0.050 -0.505 -1.773 1.648 -1.785 -2.246 -0.24
H -2.367 1.093 -0.074 0.176 -0.005 0.400 -0.17
H -2.643 -0.579 -0.310 0.360 -0.448 -0.056 0.24
H -2.424 0.541 -1.646 0.378 -0.338 -0.349 0.07
H -0.153 1.141 -0.567 0.465 0.381 -0.450 -1.29
H -0.401 0.134 1.566 -0.086 0.123 -0.096 0.01
H 0.917 -0.730 0.768 0.372 0.475 -0.055 0.13
H -0.561 -1.489 0.887 -0.605 -0.021 -0.209 0.01
N 4.881 2.843 -1.243 -0.684 -0.281 0.317 -0.63
C 3.582 2.530 -1.068 0.459 0.229 0.133 -0.62
C 2.921 2.530 0.168 2.146 0.669 -0.062 0.51
C 3.749 2.936 1.239 -0.614 0.267 0.380 -0.12
C 5.085 3.340 1.085 -1.851 -0.649 0.412 -0.61
C 5.585 3.223 -0.172 0.815 -0.361 -1.128 -0.47
H 3.071 2.264 -1.981 -0.245 -0.052 -0.112 0.83
H 1.873 2.280 0.242 0.030 -0.075 0.246 -0.15
H 3.360 2.981 2.246 -0.302 -0.046 0.017 0.51
H 5.669 3.688 1.924 0.030 -0.108 -0.003 0.42
H 6.646 3.357 -0.323 0.140 0.333 -0.296 0.37
N -1.027 -1.315 5.791 -0.125 1.058 0.376 -0.54
C -1.602 -0.898 4.634 1.780 2.075 0.927 -0.54
C -1.693 0.495 4.295 -1.128 -0.754 1.210 0.07
C -1.458 1.455 5.286 0.887 -1.631 0.186 -0.47
C -0.948 0.994 6.512 0.645 -0.291 -0.445 -0.40
C -0.671 -0.372 6.735 -1.324 0.509 -2.510 -0.26
H -1.768 -1.627 3.855 -0.278 -0.322 0.172 0.57
H -2.141 0.821 3.369 0.211 -0.228 -0.279 0.32
H -1.491 2.519 5.101 -0.318 0.012 -0.108 0.49
H -0.593 1.758 7.188 -0.146 -0.166 0.478 0.39
H -0.128 -0.673 7.619 -0.167 -0.358 0.005 0.39
N 2.929 -2.117 -1.834 1.121 -0.120 -1.420 0.33
C 3.953 -3.008 -1.952 -0.361 -0.112 1.578 -0.46
C 5.124 -2.940 -1.153 -1.002 -0.321 -1.578 -0.63
C 5.306 -1.878 -0.303 -1.196 1.270 0.255 -0.61
C 4.315 -0.864 -0.281 0.371 -1.634 -0.502 -0.29
C 3.192 -1.034 -1.101 0.108 1.116 1.076 -0.44
H 3.695 -3.885 -2.527 0.416 -0.129 -0.198 0.39
H 5.879 -3.705 -1.259 -0.089 -0.119 -0.003 0.39
H 6.169 -1.825 0.345 0.066 0.044 -0.002 0.45
H 4.382 -0.040 0.414 -0.028 0.259 -0.255 0.63
H 2.460 -0.239 -1.125 -0.324 -0.109 0.059 0.46
N -1.639 -4.449 0.089 0.292 -1.153 1.102 -0.18
C -2.504 -4.093 1.070 1.982 -1.032 -1.795 -0.13
C -2.517 -4.786 2.258 -1.077 -0.368 1.011 -0.62
C -1.771 -5.946 2.492 0.867 0.563 -1.156 -0.33
C -0.862 -6.336 1.472 -1.601 0.543 1.663 -0.54
C -0.855 -5.546 0.361 0.029 1.622 -1.257 -0.15
H -3.110 -3.238 0.806 -0.275 0.061 0.477 0.47
H -3.240 -4.413 2.969 0.096 -0.225 0.493 0.39
H -1.791 -6.475 3.433 -0.261 0.044 0.044 0.40
H -0.205 -7.187 1.574 0.007 0.026 -0.017 0.40
H -0.065 -5.745 -0.348 -0.160 0.018 -0.557 0.31
N -7.296 1.057 -1.634 1.627 0.115 1.382 -0.55
C -6.188 1.708 -1.045 -2.295 -1.731 -2.300 -0.50
C -4.980 1.682 -1.677 0.785 0.328 -0.913 0.15
C -4.832 1.017 -2.896 -1.754 -1.224 -0.016 -0.08
C -5.919 0.239 -3.406 1.880 1.076 0.884 -0.54
C -7.132 0.250 -2.711 0.685 2.388 0.681 -0.42
H -6.279 2.318 -0.158 -0.702 -0.181 0.089 0.38
H -4.181 2.308 -1.307 0.201 -0.085 0.168 0.29
H -3.912 1.045 -3.460 0.120 0.085 0.027 0.46
H -5.683 -0.266 -4.331 -0.652 -0.274 -0.124 0.51
H -8.052 -0.142 -3.120 0.027 -0.421 0.077 0.38
N -0.848 4.824 -2.229 1.400 -1.264 -1.483 -0.44
C -0.811 3.520 -2.691 -0.068 2.097 0.689 -0.38
C 0.231 2.968 -3.403 0.258 0.230 -0.633 -0.11
C 1.247 3.808 -3.846 -0.083 1.173 0.238 -0.59
C 1.227 5.156 -3.455 0.005 -1.124 0.129 -0.27
C 0.219 5.594 -2.612 -1.152 -1.008 0.630 -0.37
H -1.686 2.906 -2.538 -0.209 0.055 0.476 0.59
H 0.154 1.925 -3.676 0.175 -0.107 -0.066 0.45
H 2.051 3.554 -4.520 -0.014 -0.638 0.062 0.38
H 2.049 5.789 -3.757 -0.139 0.242 0.015 0.40
H 0.255 6.587 -2.187 -0.168 0.166 -0.054 0.37
N -1.109 -2.534 -3.942 -0.973 -0.944 -0.738 0.37
C -2.246 -2.386 -3.174 0.908 0.149 -1.484 -0.24
C -3.511 -2.428 -3.763 0.063 0.584 2.823 -0.79
C -3.762 -2.685 -5.067 0.271 -0.567 -0.682 -0.25
C -2.668 -2.979 -5.834 2.648 0.098 0.218 -0.68
C -1.347 -2.914 -5.241 -1.659 0.504 0.325 -0.16
H -2.091 -2.231 -2.116 -0.020 0.168 -0.043 0.31
H -4.338 -2.226 -3.098 -0.082 -0.078 0.149 0.54
H -4.774 -2.773 -5.434 -0.008 0.227 -0.142 0.49
H -2.772 -3.212 -6.884 0.225 -0.189 -0.007 0.40
H -0.488 -3.198 -5.831 0.083 0.208 -0.133 0.36
N 5.472 0.671 4.213 -3.018 -0.381 -0.911 -0.59
C 4.481 1.554 4.594 1.334 -0.926 0.457 -0.25
C 3.107 1.415 4.400 0.544 -0.430 -0.761 -0.66
C 2.701 0.304 3.689 -0.026 0.034 -0.311 0.39
C 3.634 -0.626 3.272 0.818 -0.327 -0.365 -0.51
C 4.997 -0.432 3.511 0.306 2.413 1.341 -0.48
H 4.852 2.394 5.162 0.076 0.216 -0.032 0.41
H 2.364 2.161 4.638 0.273 0.225 0.396 0.48
H 1.684 0.200 3.342 -0.273 -0.123 0.314 0.37
H 3.290 -1.471 2.694 0.108 -0.195 -0.038 0.50
H 5.814 -1.033 3.141 -0.280 -0.524 -0.051 0.42
C -1.098 3.389 1.235 -0.191 1.443 0.144 1.40
Cl 0.054 2.945 2.490 0.054 -0.236 -0.042 -0.04
Cl -1.010 5.183 0.999 -0.049 -0.922 0.093 -0.11
Cl -2.765 2.965 1.714 0.521 0.017 -0.242 -0.14
H -0.801 2.920 0.298 -0.328 0.009 0.170 -1.16
```
Positions in Å, forces in eV/Å.

Computed properties:
<S²> = 0.8471
Charge = +1
2S+1 = 2
Max |F| = 7.0 eV/Å
LUMO energy (spin up / spin down) = -0.185 / -0.170 hartree
Gap between HOMO and LUMO (spin up / spin down) = 6.06 / 6.49 eV